{
  "formula": "C29H62AsN11O6S4Si5W",
  "method": "ωB97M-V with the def2-TZVPD basis set",
  "species": ["W", "C", "N", "C", "C", "N", "N", "C", "N", "N", "H", "H", "H", "H", "H", "H", "H", "H", "H", "H", "H", "S", "As", "S", "S", "S", "C", "Si", "C", "C", "H", "H", "H", "H", "H", "H", "H", "H", "H", "C", "N", "C", "N", "C", "N", "C", "N", "C", "C", "H", "H", "H", "H", "H", "H", "H", "H", "H", "H", "H", "H", "O", "C", "O", "C", "C", "C", "C", "C", "C", "N", "O", "O", "N", "O", "O", "H", "H", "H", "C", "Si", "C", "C", "Si", "Si", "C", "C", "C", "Si", "C", "C", "C", "H", "H", "H", "H", "H", "H", "H", "H", "H", "H", "H", "H", "H", "H", "H", "H", "H", "H", "H", "H", "H", "H", "H", "H", "H", "H", "H"],
  "xyz": [[-0.11180, -0.41169, -0.12258], [1.28008, -2.61722, -4.10542], [1.13970, -1.18934, -4.28877], [0.48594, -0.83358, -5.54568], [0.71941, -0.46306, -3.16930], [0.04828, -0.93445, -2.18884], [1.07875, 0.85227, -3.22862], [0.62371, 1.81357, -2.32597], [1.16769, 3.04894, -2.46133], [-0.42442, 1.53772, -1.63320], [1.87584, -3.01799, -4.92638], [0.31876, -3.15208, -4.09136], [1.80830, -2.79765, -3.17646], [1.13281, -1.10360, -6.38204], [0.29151, 0.23592, -5.57457], [-0.47132, -1.35801, -5.65965], [-0.17100, -1.91144, -2.34581], [1.87090, 1.07058, -3.80471], [2.08068, 3.08197, -2.88890], [1.16720, 3.63397, -1.62089], [-0.73328, 2.36346, -1.13183], [1.41094, 4.61602, 3.41744], [2.38000, 3.82124, 1.73473], [2.09002, 0.86885, -0.18248], [0.56891, 1.62196, 0.93987], [2.17939, 5.16910, 0.09908], [-0.52955, -4.44598, 0.00562], [-1.36761, -2.73210, 0.15474], [-2.57721, -2.92345, -1.33042], [-2.48172, -3.20050, 1.65537], [-1.25720, -5.22474, 0.25383], [0.32442, -4.55658, 0.68445], [-0.17463, -4.65061, -1.00666], [-3.22651, -3.79758, -1.19165], [-2.03345, -3.07797, -2.27349], [-3.20836, -2.04367, -1.46216], [-3.24910, -3.90779, 1.32447], [-2.98716, -2.36258, 2.13821], [-1.89488, -3.71670, 2.42473], [-0.67155, -0.47471, 3.30466], [0.55519, -0.90364, 2.59915], [0.76467, -2.33642, 2.90972], [0.84084, -2.60875, 4.34853], [-0.39388, -2.13059, 4.97673], [-0.60899, -0.70226, 4.75178], [0.54629, 0.02702, 5.28702], [1.79349, -0.41273, 4.66348], [1.70022, -0.16897, 3.21946], [1.96167, -1.84180, 4.89467], [-1.50601, -1.04174, 2.89869], [-0.82088, 0.58460, 3.11862], [1.69476, -2.65578, 2.44962], [-0.06428, -2.90760, 2.49656], [-0.33840, -2.32072, 6.05245], [-1.23856, -2.68351, 4.55791], [0.60152, -0.14343, 6.36603], [0.41738, 1.09506, 5.09915], [2.61438, -0.48485, 2.72354], [1.56362, 0.89734, 3.07035], [2.03097, -2.03366, 5.96975], [2.88496, -2.16961, 4.41172], [3.15046, -1.81935, 1.10086], [2.52043, -2.40277, 0.23735], [1.38231, -2.10691, -0.28568], [3.13831, -3.70321, -0.27780], [2.60952, -4.40684, -1.34414], [3.14698, -5.63296, -1.69614], [4.21231, -6.17848, -1.01552], [4.75380, -5.44524, 0.02037], [4.22962, -4.22148, 0.40223], [5.90541, -6.00193, 0.74456], [6.31921, -7.09126, 0.40041], [6.38266, -5.34550, 1.64065], [2.55206, -6.38258, -2.80870], [1.61939, -5.88217, -3.39363], [3.03456, -7.46099, -3.08933], [1.77433, -4.01800, -1.89230], [4.61727, -7.14064, -1.28600], [4.66430, -3.66303, 1.21964], [-4.42168, -0.31180, 2.93257], [-4.58863, -0.15838, 1.04120], [-6.23867, 0.79191, 0.95689], [-5.21965, -1.83105, 0.39582], [-2.50590, 0.61033, 0.05926], [-2.63785, 2.84114, 0.99304], [-2.07046, 2.83825, 2.79562], [-1.58686, 4.17388, 0.16042], [-4.38203, 3.59716, 1.02406], [-3.37780, 1.17651, -2.14786], [-2.90764, 2.82228, -2.97713], [-5.27909, 1.25788, -2.22840], [-2.95986, -0.10264, -3.49212], [-5.22378, -0.92482, 3.35950], [-4.47966, 0.68378, 3.38781], [-3.47179, -0.74175, 3.25606], [-6.99962, 0.18508, 1.45930], [-6.57453, 0.96630, -0.06511], [-6.19884, 1.75584, 1.45982], [-6.01735, -2.22154, 1.03855], [-4.44278, -2.58556, 0.33197], [-5.63228, -1.71027, -0.61373], [-0.98046, 2.73430, 2.84594], [-2.51901, 2.02236, 3.37224], [-2.31325, 3.78379, 3.29230], [-0.52994, 4.05128, 0.41526], [-1.87970, 5.16937, 0.50824], [-1.66196, 4.17725, -0.93108], [-4.94239, 3.24923, 1.89502], [-4.96055, 3.33646, 0.13126], [-4.31978, 4.68861, 1.08103], [-3.01027, 3.66558, -2.28761], [-3.56262, 3.01986, -3.83331], [-1.87298, 2.81443, -3.32983], [-5.66514, 2.00004, -1.52356], [-5.73458, 0.29426, -1.97412], [-5.62135, 1.54039, -3.23137], [-1.91017, -0.38824, -3.41850], [-3.13195, 0.30172, -4.49751], [-3.55588, -1.01466, -3.38556]],
  "charge": -2,
  "lumo_energy_ev": [2.39, 2.39],
  "energy_ev": -205150.32118,
  "homo_lumo_gap_ev": [4.070, 4.071]
}